{
  "formula": "C26H26F3N7PReS2Te",
  "method": "ωB97M-V with the def2-TZVPD basis set",
  "species": ["Re", "C", "N", "C", "C", "N", "C", "P", "C", "N", "C", "C", "N", "C", "C", "N", "C", "C", "N", "C", "H", "H", "H", "H", "H", "H", "H", "H", "H", "H", "H", "H", "H", "H", "H", "F", "C", "F", "F", "C", "C", "C", "C", "N", "C", "S", "H", "H", "H", "C", "Te", "C", "C", "C", "C", "C", "C", "C", "H", "H", "H", "H", "H", "H", "H", "H", "S"],
  "xyz": [[0.10203, 0.15062, -0.01859], [-3.08982, 0.26698, 4.65041], [-1.89040, 0.38962, 3.83063], [-0.66191, 0.80138, 4.27515], [0.17548, 0.76212, 3.20220], [-0.52587, 0.32949, 2.11148], [-1.77965, 0.11289, 2.51185], [-3.13965, -0.43970, 1.44032], [-2.90680, 0.80126, 0.15350], [-1.75431, 1.10951, -0.41328], [-2.02503, 2.07365, -1.34961], [-3.36171, 2.33472, -1.35057], [-3.91780, 1.52885, -0.39682], [-5.33365, 1.44348, -0.06778], [-2.21237, -1.78228, 0.65676], [-1.01834, -1.68099, 0.09968], [-0.72199, -2.91298, -0.42479], [-1.75729, -3.76194, -0.18293], [-2.69530, -3.04223, 0.50425], [-3.99106, -3.53819, 0.95243], [-2.84331, 0.54675, 5.66990], [-3.45347, -0.75825, 4.64544], [-3.87474, 0.92517, 4.28399], [-0.48727, 1.08599, 5.29808], [1.21896, 1.02030, 3.13941], [-1.25193, 2.51195, -1.95516], [-3.94908, 3.00830, -1.94998], [-5.87577, 2.16176, -0.67540], [-5.50067, 1.67377, 0.98279], [-5.71573, 0.44586, -0.27771], [0.20022, -3.10539, -0.94461], [-1.89583, -4.79861, -0.43586], [-4.05252, -4.59996, 0.73423], [-4.79666, -3.02284, 0.43296], [-4.10771, -3.38958, 2.02366], [4.73989, 2.70753, -0.10929], [4.74905, 2.09284, 1.08685], [6.03436, 1.93983, 1.44331], [4.18668, 2.93221, 1.97163], [4.03276, 0.77112, 1.03161], [4.67519, -0.40378, 1.38143], [3.98666, -1.60653, 1.29256], [2.68448, -1.59546, 0.83884], [2.05101, -0.46556, 0.50131], [2.70193, 0.71973, 0.61214], [1.61798, 2.01790, 0.18535], [5.70106, -0.37618, 1.72090], [4.45874, -2.53800, 1.56851], [2.11280, -2.51034, 0.74305], [1.69640, -0.91233, -5.07108], [1.13798, -0.91755, -2.98224], [2.06393, 1.01787, -3.00858], [2.86907, 1.12891, -4.27695], [3.79000, 2.16166, -4.43979], [4.49878, 2.27660, -5.62307], [4.30126, 1.35215, -6.64353], [3.40719, 0.31021, -6.47171], [2.68516, 0.19447, -5.28558], [0.76279, -0.73931, -5.60988], [2.09524, -1.88344, -5.36175], [2.70766, 1.10392, -2.13618], [1.28916, 1.78066, -2.93161], [3.94771, 2.86845, -3.63364], [5.20453, 3.08673, -5.75084], [4.84968, 1.44357, -7.57173], [3.26205, -0.41523, -7.26326], [-1.09989, -0.65242, -3.13147]],
  "lowdin_charge": [0.91, -0.01, -0.12, -0.03, -0.09, -0.05, -0.43, 1.18, -0.46, -0.14, -0.14, -0.03, -0.12, -0.02, -0.45, -0.11, -0.15, -0.03, -0.11, -0.02, 0.10, 0.09, 0.09, 0.13, 0.11, 0.10, 0.13, 0.10, 0.09, 0.09, 0.07, 0.13, 0.10, 0.09, 0.09, 0.13, -0.60, 0.14, 0.14, -0.12, 0.01, -0.04, -0.12, -0.18, -0.68, 0.65, 0.13, 0.11, 0.11, -0.35, 1.16, -0.38, -0.27, -0.03, -0.07, -0.07, -0.03, -0.29, 0.06, 0.07, 0.02, 0.06, 0.12, 0.11, 0.11, 0.12, -0.08],
  "spin_multiplicity": 2,
  "orbital_gap_ev": [6.52, 6.14],
  "total_charge": 1
}

=====

{
  "formula": "C26H26FN5O3V",
  "method": "ωB97M-V with the def2-TZVPD basis set",
  "species": ["V", "F", "C", "C", "C", "C", "O", "C", "C", "N", "C", "C", "C", "C", "C", "C", "N", "C", "C", "N", "C", "C", "C", "O", "O", "H", "H", "H", "H", "H", "H", "H", "H", "H", "H", "H", "H", "H", "H", "H", "H", "H", "H", "N", "C", "C", "C", "C", "C", "C", "C", "C", "N", "C", "H", "H", "H", "H", "H", "H", "H", "H"],
  "xyz": [[-3.81704, 0.08083, 0.66434], [2.50443, -2.18467, 0.99544], [2.12112, -0.95750, 0.61962], [0.78968, -0.70193, 0.54510], [0.32718, 0.58248, 0.20507], [-1.06566, 0.88928, 0.17068], [-1.93350, -0.07614, 0.39272], [-1.43566, 2.20235, -0.12164], [-0.45366, 3.12932, -0.41700], [0.84216, 2.85057, -0.42217], [1.80475, 3.91663, -0.70243], [1.50430, 4.89655, -1.78980], [2.58132, 3.87441, -1.98561], [1.28159, 1.57671, -0.07688], [2.64612, 1.28438, -0.00929], [3.11148, 0.02648, 0.35458], [4.47489, -0.23703, 0.44026], [5.00527, -1.59877, 0.60042], [6.52669, -1.57696, 0.43386], [6.89894, -0.53390, -0.57952], [6.59625, 0.85946, -0.06981], [5.41461, 0.78238, 0.89614], [-2.84245, 2.72689, -0.11234], [-3.09840, 3.86165, -0.34938], [-3.79633, 1.81102, 0.23891], [0.08887, -1.48766, 0.78737], [-0.74308, 4.14587, -0.64784], [2.28979, 4.27596, 0.19593], [1.78130, 5.92446, -1.60775], [0.59863, 4.77057, -2.36723], [3.61444, 4.19181, -1.95974], [2.36432, 3.06469, -2.67008], [3.34963, 2.05819, -0.27029], [4.56318, -2.24512, -0.15509], [4.78832, -2.03017, 1.57978], [6.89163, -2.54347, 0.09472], [7.04759, -1.31678, 1.35264], [6.37391, -0.70223, -1.43926], [7.88774, -0.61102, -0.82482], [6.38059, 1.47738, -0.93852], [7.48933, 1.23708, 0.42407], [4.94584, 1.75774, 0.95815], [5.75812, 0.54235, 1.90644], [-5.64259, -0.28496, 1.70343], [-6.24343, -1.55738, 1.27586], [-7.41923, -2.03905, 1.76656], [-7.93236, -3.26633, 1.28851], [-7.25741, -3.97799, 0.33751], [-6.03020, -3.49415, -0.18124], [-5.25955, -4.17754, -1.14595], [-4.06469, -3.65551, -1.57449], [-3.62990, -2.43755, -1.05418], [-4.33619, -1.75072, -0.16257], [-5.53059, -2.26925, 0.29135], [-6.26271, 0.48266, 1.42843], [-5.60025, -0.23054, 2.72104], [-7.96765, -1.48813, 2.52176], [-8.86639, -3.63680, 1.68655], [-7.64784, -4.91920, -0.02731], [-5.61835, -5.12161, -1.53842], [-3.45790, -4.16807, -2.30643], [-2.69106, -2.00204, -1.37018]],
  "lowdin_charge": [1.27, 0.09, -0.17, 0.10, -0.05, -0.22, -0.15, -0.01, 0.09, 0.05, -0.24, -0.06, -0.08, -0.09, 0.08, -0.11, -0.07, -0.11, -0.07, 0.08, -0.06, -0.11, -0.46, 0.19, -0.14, 0.14, 0.16, 0.17, 0.13, 0.12, 0.11, 0.12, 0.11, 0.14, 0.14, 0.15, 0.14, 0.19, 0.19, 0.14, 0.15, 0.13, 0.14, 0.03, -0.21, 0.03, -0.01, 0.03, -0.12, 0.06, 0.00, -0.07, -0.01, -0.15, 0.14, 0.14, 0.14, 0.13, 0.14, 0.14, 0.13, 0.13],
  "spin_multiplicity": 3,
  "orbital_gap_ev": [7.32, 7.74],
  "total_charge": 3
}